Entry 1:
Here is a cluster of 2 separate species, CH2F3NS2 in total at a distorted geometry from the OMol25 dataset. Energies are from ωB97M-V with the def2-TZVPD basis set.

Its SMILES is S=[NH+][S-].FC(F)F. The calculation puts the molar mass at 149.2 g/mol. The total energy is -1189.95735 a.u.

```
! wB97M-V def2-TZVPD RIJCOSX def2/J DEFGRID3
* xyz 0 1
C -1.631 0.388 -0.242
N 1.978 -0.405 0.330
F -1.926 -0.508 -1.159
F -2.692 0.558 0.486
F -0.614 -0.147 0.459
S 1.716 0.759 -0.673
S 3.164 -1.491 0.540
H 1.163 -0.370 1.001
H -1.158 1.216 -0.743
*
```

***

Entry 2:
Here is a structure of composition C29H21CdCl2I2N8O3 at a distorted geometry from the OMol25 dataset. Energies are from ωB97M-V with the def2-TZVPD basis set.

The calculation puts the molar mass at 966.7 g/mol. The total energy is -3465.04916 a.u.

```
! wB97M-V def2-TZVPD RIJCOSX def2/J DEFGRID3
* xyz -1 1
Cd -0.210 0.128 0.267
I 4.401 -3.779 5.079
C 2.806 -2.773 4.072
C 1.881 -2.041 4.838
C 0.671 -1.573 4.195
I -0.867 -0.626 5.242
C 0.417 -1.634 2.794
O -0.520 -1.002 2.224
C 1.382 -2.453 2.092
C 1.245 -2.624 0.561
N 1.532 -1.326 -0.192
C 2.801 -0.602 0.155
C 2.722 0.242 1.392
C 3.669 0.237 2.360
C 3.514 1.100 3.454
C 2.491 1.954 3.488
C 1.543 1.831 2.537
N 1.647 1.008 1.517
C 2.517 -3.020 2.686
H 2.077 -1.820 5.913
H 0.191 -2.791 0.377
H 1.825 -3.487 0.107
H 1.551 -1.536 -1.192
H 3.020 0.026 -0.690
H 3.667 -1.336 0.312
H 4.421 -0.482 2.374
H 4.162 1.061 4.329
H 2.311 2.639 4.276
H 0.595 2.388 2.636
H 3.245 -3.603 2.154
Cl -0.687 5.215 1.426
C -0.719 4.436 -0.136
C -0.785 5.321 -1.234
C -0.726 4.869 -2.549
Cl -0.674 5.889 -3.921
C -0.679 3.442 -2.767
C -0.640 2.853 -4.075
C -0.486 1.515 -4.150
C -0.376 0.749 -3.009
N -0.379 1.250 -1.805
C -0.568 2.571 -1.641
C -0.705 3.046 -0.258
O -0.791 2.299 0.764
H -0.758 6.386 -0.963
H -0.861 3.436 -4.941
H -0.439 1.010 -5.085
H -0.271 -0.326 -3.026
O -0.086 -2.737 -2.178
N -0.607 -2.568 -3.273
C 0.187 -2.376 -4.373
C 1.543 -2.062 -4.176
N 2.607 -1.818 -3.800
C -0.332 -1.911 -5.634
N -0.840 -1.417 -6.543
C -5.839 -0.818 0.681
N -4.561 -1.041 0.003
C -4.338 -1.606 -1.236
C -2.999 -1.590 -1.473
N -2.424 -1.029 -0.336
C -3.343 -0.776 0.503
H -6.646 -1.039 -0.019
H -5.907 0.240 0.946
H -5.871 -1.409 1.657
H -5.166 -1.766 -1.934
H -2.433 -2.011 -2.301
H -3.107 -0.335 1.501
*
```

***

Entry 3:
Here is an isolated molecule of C5H4O2S at a distorted geometry from the OMol25 dataset. Energies are from ωB97M-V with the def2-TZVPD basis set.

Its SMILES is CC#CC(=O)C(=O)S. The calculation puts the molar mass at 128.2 g/mol. The total energy is -741.51263 a.u.

```
! wB97M-V def2-TZVPD RIJCOSX def2/J DEFGRID3
* xyz 0 1
C -2.186 1.760 0.287
C -1.129 0.795 0.008
C -0.257 0.008 -0.231
C 0.787 -0.954 -0.517
C 1.673 -1.464 0.620
H -2.003 2.297 1.220
H -3.149 1.267 0.382
H -2.260 2.481 -0.519
H 2.975 -1.569 -1.329
O 0.953 -1.339 -1.670
O 1.312 -1.668 1.758
S 3.284 -1.613 -0.008
*
```

***

Entry 4:
Here is an isolated molecule of C3H3NO2 at a distorted geometry from the OMol25 dataset. Energies are from ωB97M-V with the def2-TZVPD basis set.

The calculation puts the molar mass at 85.1 g/mol. The total energy is -321.13454 a.u.

```
! wB97M-V def2-TZVPD RIJCOSX def2/J DEFGRID3
* xyz 0 1
O 2.078 -0.041 0.350
C 0.787 -0.220 -0.027
C -0.018 0.935 -0.230
O -1.303 0.734 -0.037
C -1.735 -0.487 -0.019
N 0.139 -1.312 -0.201
H 2.519 -0.903 0.396
H 0.207 1.776 -0.851
H -2.673 -0.482 0.619
*
```

***

Entry 5:
Here is an isolated molecule of C2HClF2O2 at a distorted geometry from the OMol25 dataset. Energies are from ωB97M-V with the def2-TZVPD basis set.

The calculation puts the molar mass at 130.5 g/mol. The total energy is -887.02469 a.u.

```
! wB97M-V def2-TZVPD RIJCOSX def2/J DEFGRID3
* xyz 0 1
C -0.469 -0.475 0.416
C 0.572 0.555 -0.123
O -1.495 -0.616 -1.499
O -1.417 -0.999 -0.288
F 1.781 -0.016 -0.395
F 0.883 1.377 0.918
Cl -0.255 -0.993 1.965
H 0.401 1.167 -0.995
*
```

***

Entry 6:
Here is the ion C7H10N3 with charge +1 at a distorted geometry from the OMol25 dataset. Energies are from ωB97M-V with the def2-TZVPD basis set.

Its SMILES is C/N=C/N1[C@@H]2[NH+]=CC=C[C@@H]21. The calculation puts the molar mass at 136.2 g/mol. The total energy is -436.62340 a.u.

```
! wB97M-V def2-TZVPD RIJCOSX def2/J DEFGRID3
* xyz 1 1
C -0.702 1.132 1.758
C -0.674 1.768 0.511
C -0.820 -0.338 1.860
C -1.049 1.020 -0.576
C 1.021 -0.851 0.165
C -1.395 -1.052 0.667
C 2.062 -0.419 -1.967
N -0.021 -1.220 1.022
N 0.929 -0.531 -1.042
N -1.573 -0.208 -0.457
H -0.614 1.584 2.797
H -0.494 2.790 0.177
H -0.967 -0.904 2.757
H -1.040 1.601 -1.487
H 2.109 -0.855 0.533
H -1.988 -1.837 0.738
H 2.992 -0.358 -1.292
H 1.994 -1.311 -2.510
H 2.005 0.603 -2.295
H -1.774 -0.611 -1.358
*
```

***

Entry 7:
Here is an isolated molecule of C4H3F6NS at a distorted geometry from the OMol25 dataset. Energies are from ωB97M-V with the def2-TZVPD basis set.

The calculation puts the molar mass at 211.1 g/mol. The total energy is -1206.26778 a.u.

```
! wB97M-V def2-TZVPD RIJCOSX def2/J DEFGRID3
* xyz 0 1
C 1.975 -0.230 0.123
C -0.474 0.159 -0.162
C -1.571 1.184 -0.165
C -0.697 -1.292 -0.107
N 0.789 0.604 0.085
F -2.382 0.953 -1.223
F -2.362 1.065 0.941
F -1.058 2.389 -0.135
F -2.005 -1.649 -0.092
F -0.106 -1.988 -1.109
F -0.268 -1.851 1.053
S 3.406 0.819 0.053
H 1.769 -0.673 0.993
H 1.974 -0.991 -0.557
H 1.010 1.500 0.302
*
```

***

Entry 8:
Here is a cluster of 2 separate species, C10H14S in total at a distorted geometry from the OMol25 dataset. Energies are from ωB97M-V with the def2-TZVPD basis set.

The calculation puts the molar mass at 166.3 g/mol. The total energy is -787.27590 a.u.

```
! wB97M-V def2-TZVPD RIJCOSX def2/J DEFGRID3
* xyz 0 1
C 1.808 -0.373 0.473
C 0.694 0.134 0.337
C 2.102 -2.697 0.549
C -0.955 -1.426 0.572
C 2.920 -1.317 0.456
C -0.670 -0.144 0.618
C -0.933 2.733 -0.938
C 0.277 -2.261 -1.650
C -2.018 1.565 1.130
C -1.251 2.801 0.571
S 0.432 -2.822 0.052
H 2.090 -3.009 1.603
H -1.872 -1.848 0.583
H 3.386 -1.406 -0.499
H 3.685 -1.143 1.140
H -0.572 1.830 -1.148
H -0.270 3.398 -1.301
H -1.848 2.882 -1.429
H -0.787 -2.043 -1.750
H 0.717 -1.276 -1.872
H 0.508 -3.077 -2.356
H -2.909 1.428 0.439
H -2.085 1.615 2.235
H -2.015 3.546 0.808
H -0.435 2.911 1.375
*
```

***

Entry 9:
Here is an isolated molecule of C18H20N2O3 at a distorted geometry from the OMol25 dataset. Energies are from ωB97M-V with the def2-TZVPD basis set.

Its SMILES is C[C@@H](C(=O)NCCCc1ccccc1)c1ccc([N+](=O)[O-])cc1. The calculation puts the molar mass at 312.4 g/mol. The total energy is -1033.08159 a.u.

```
! wB97M-V def2-TZVPD RIJCOSX def2/J DEFGRID3
* xyz 0 1
C 0.602 1.233 3.615
H 1.444 1.259 4.303
H -0.261 1.672 4.111
H 0.835 1.846 2.747
C 0.278 -0.209 3.225
C 1.417 -0.994 2.642
C 1.289 -2.383 2.566
C 2.281 -3.159 2.009
C 3.428 -2.544 1.517
C 3.577 -1.165 1.581
C 2.572 -0.398 2.138
H 2.704 0.671 2.192
H 4.478 -0.714 1.195
N 4.472 -3.344 0.936
O 5.446 -2.767 0.498
O 4.316 -4.547 0.915
H 2.190 -4.233 1.948
H 0.394 -2.848 2.950
C -0.898 -0.205 2.226
O -2.018 -0.531 2.545
N -0.553 0.193 0.987
H 0.399 0.465 0.800
C -1.515 0.364 -0.078
C -1.778 1.842 -0.368
H -2.141 2.320 0.544
H -0.842 2.326 -0.659
C -2.813 2.022 -1.485
C -2.301 1.499 -2.797
C -1.387 2.241 -3.536
C -0.885 1.757 -4.731
C -1.291 0.520 -5.204
C -2.202 -0.226 -4.477
C -2.703 0.261 -3.282
H -3.417 -0.325 -2.720
H -2.526 -1.189 -4.842
H -0.901 0.142 -6.137
H -0.177 2.346 -5.296
H -1.072 3.209 -3.175
H -3.731 1.502 -1.207
H -3.040 3.086 -1.580
H -2.435 -0.123 0.252
H -1.147 -0.136 -0.979
H -0.088 -0.735 4.112
*
```

***

Entry 10:
Here is a cluster of 6 separate species, C23H56NO10S6 in total at a distorted geometry from the OMol25 dataset. Energies are from ωB97M-V with the def2-TZVPD basis set.

The calculation puts the molar mass at 699.1 g/mol. The total energy is -4106.07012 a.u.

```
! wB97M-V def2-TZVPD RIJCOSX def2/J DEFGRID3
* xyz -1 1
C -1.110 4.621 1.566
C -2.008 5.561 0.719
C -3.429 5.042 0.443
C -3.549 3.603 -0.101
C -3.835 3.559 -1.618
C -2.593 3.939 -2.460
C -2.076 2.699 -3.251
N -0.654 2.687 -3.566
C 0.190 2.593 -2.351
C -0.031 1.301 -1.571
C 0.208 1.535 -0.042
C 1.418 0.792 0.566
C 2.212 1.645 1.571
S 3.397 2.721 0.808
O 4.017 2.051 -0.281
O 2.810 3.997 0.561
O 4.537 2.955 1.954
C 1.671 2.628 -2.861
O 2.311 3.704 -2.721
O 2.111 1.596 -3.412
H -0.974 5.066 2.557
H -0.120 4.573 1.117
H -1.528 3.632 1.730
H -2.126 6.483 1.297
H -1.479 5.844 -0.191
H -3.947 5.719 -0.243
H -3.972 5.086 1.393
H -2.667 2.986 0.081
H -4.399 3.116 0.390
H -4.637 4.275 -1.830
H -4.226 2.573 -1.880
H -2.933 4.673 -3.197
H -1.825 4.408 -1.851
H -2.612 2.698 -4.209
H -2.399 1.799 -2.728
H -0.452 3.600 -3.965
H 0.063 3.502 -1.751
H 0.650 0.508 -1.866
H -1.039 0.901 -1.653
H 0.259 2.598 0.189
H -0.683 1.163 0.471
H 1.020 -0.035 1.158
H 2.061 0.365 -0.204
H 1.529 2.278 2.135
H 2.707 0.969 2.273
H 5.025 3.720 1.617
C 0.851 -3.140 -1.401
S -0.739 -2.404 -1.766
O -0.990 -1.358 -0.740
C -1.723 -3.840 -1.300
H 1.620 -2.391 -1.589
H 0.885 -3.446 -0.355
H 1.010 -3.999 -2.052
H -1.522 -4.103 -0.260
H -1.476 -4.676 -1.957
H -2.774 -3.581 -1.416
C 3.352 5.549 5.675
S 3.140 4.137 4.577
O 1.678 3.908 4.449
C 3.767 2.907 5.730
H 2.978 6.431 5.159
H 2.784 5.394 6.594
H 4.411 5.679 5.900
H 3.174 2.922 6.646
H 4.814 3.115 5.951
H 3.684 1.931 5.254
C -2.318 1.790 5.127
S -0.608 1.660 4.576
O -0.643 1.413 3.115
C -0.286 0.073 5.368
H -2.735 2.701 4.702
H -2.888 0.928 4.777
H -2.345 1.848 6.216
H -0.991 -0.675 5.002
H -0.375 0.183 6.449
H 0.729 -0.227 5.114
C 2.584 -7.417 -4.663
S 2.230 -7.373 -2.902
O 1.587 -6.060 -2.619
C 3.941 -7.252 -2.367
H 1.636 -7.448 -5.196
H 3.138 -6.523 -4.949
H 3.161 -8.313 -4.892
H 4.404 -6.367 -2.805
H 4.478 -8.152 -2.669
H 3.950 -7.170 -1.282
C -3.337 -9.861 -3.398
S -1.767 -9.279 -4.055
O -0.691 -9.934 -3.266
C -1.917 -7.592 -3.452
H -3.426 -10.920 -3.629
H -3.357 -9.717 -2.317
H -4.153 -9.314 -3.870
H -2.031 -7.599 -2.367
H -2.777 -7.114 -3.922
H -1.010 -7.052 -3.718
*
```

***

Entry 11:
Here is a structure of composition C12H29AlBeBrClF2LiN4NaO4 at a distorted geometry from the OMol25 dataset. Energies are from ωB97M-V with the def2-TZVPD basis set.

The calculation puts the molar mass at 512.7 g/mol. The total energy is -4654.39672 a.u.

```
! wB97M-V def2-TZVPD RIJCOSX def2/J DEFGRID3
* xyz 2 1
C -2.942 -1.857 -1.191
C -1.458 -1.901 -1.637
C -0.541 -1.647 -0.467
F -1.032 -2.272 0.697
N 0.785 -2.034 -0.777
C 1.778 -1.614 -0.050
N 1.636 -0.849 1.064
C 2.936 -0.181 1.233
C 3.469 -0.350 -0.216
C 4.787 0.036 -0.586
C 5.112 1.537 -0.854
O 6.149 2.020 -0.048
C 3.887 2.433 -0.615
N 4.214 3.812 -0.879
N 3.104 -1.807 -0.429
H -3.196 -2.674 -0.502
H -3.162 -0.936 -0.640
H -3.624 -1.902 -2.039
H -1.210 -2.846 -2.120
H -1.276 -1.148 -2.410
H -0.480 -0.576 -0.270
H 1.030 -2.546 -1.616
H 1.391 -1.453 1.844
H 3.557 -0.755 1.929
H 2.895 0.818 1.631
H 2.540 0.223 -0.818
H 5.067 -0.553 -1.455
H 5.627 -0.318 0.363
H 5.407 1.583 -1.904
H 6.990 1.954 -0.511
H 3.099 2.118 -1.289
H 3.545 2.277 0.405
H 4.053 4.336 -0.028
H 3.476 4.141 -1.518
H 3.535 -2.332 0.336
F 0.832 1.415 1.999
Li 0.330 2.222 3.391
O 1.647 5.011 -1.725
H 2.062 5.508 -1.002
C -5.712 1.053 0.536
C -5.962 0.825 -1.003
O -4.790 0.968 -1.614
H -5.330 2.053 0.735
H -6.673 0.929 1.076
H -5.008 0.322 0.934
H -6.754 1.537 -1.285
H -6.451 -0.165 -1.086
Be -2.265 -4.137 0.454
Br 1.588 0.278 -2.600
Na -2.697 0.217 -2.220
Cl 6.625 -1.128 1.060
Al -3.735 -6.207 1.225
C -5.774 -1.074 3.279
O -6.915 -0.897 2.635
H -4.912 -1.421 2.662
H -5.384 -0.196 3.835
H -5.870 -1.847 4.086
*
```

***

Entry 12:
Here is a cluster of 2 separate species, C2H2S3 in total at a distorted geometry from the OMol25 dataset. Energies are from ωB97M-V with the def2-TZVPD basis set.

The calculation puts the molar mass at 122.2 g/mol. The total energy is -1271.84429 a.u.

```
! wB97M-V def2-TZVPD RIJCOSX def2/J DEFGRID3
* xyz 0 1
C 1.843 0.097 -0.372
C 1.177 0.953 0.129
S -2.005 -2.223 0.487
S -1.648 1.048 0.187
S -2.337 -0.583 -0.543
H 2.446 -0.698 -0.798
H 0.523 1.407 0.910
*
```